## A
A 12-piece molecular cluster, C78H180N12O12 overall, computed with wB97M-V/def2-TZVPD.

```
282
Properties=species:S:1:pos:R:3
C 20.976 11.665 11.214
C 20.303 12.938 11.698
C 20.692 13.079 13.137
C 20.345 14.408 13.752
C 20.952 15.564 12.902
C 20.521 15.491 11.426
N 20.847 14.084 10.976
O 20.571 13.931 9.586
C 19.103 15.966 11.379
C 21.452 16.352 10.543
C 18.828 12.806 11.527
H 22.082 11.703 11.043
H 20.534 11.417 10.246
H 20.876 10.868 11.980
H 20.283 12.277 13.797
H 21.779 12.912 13.175
H 20.833 14.507 14.723
H 19.280 14.471 13.994
H 22.004 15.399 13.069
H 20.756 16.606 13.200
H 19.102 17.033 11.085
H 18.484 15.406 10.681
H 18.615 15.948 12.349
H 21.327 17.371 10.829
H 22.445 15.947 10.665
H 21.089 16.250 9.510
H 18.343 13.547 12.147
H 18.518 11.810 11.827
H 18.503 12.906 10.482
H 21.461 13.745 9.271
C 21.799 12.361 16.759
C 21.909 10.910 16.516
C 22.882 10.368 17.589
C 22.272 10.335 18.961
C 20.983 9.513 18.943
C 19.915 10.077 18.013
N 20.640 10.150 16.588
O 19.721 10.674 15.599
C 18.676 9.086 17.892
C 19.381 11.431 18.549
C 22.466 10.603 15.072
H 20.800 12.763 16.526
H 22.615 12.842 16.221
H 22.001 12.570 17.795
H 23.141 9.324 17.404
H 23.802 11.032 17.596
H 22.169 11.345 19.356
H 22.966 9.801 19.573
H 20.470 9.503 19.924
H 21.252 8.495 18.642
H 18.179 8.974 18.881
H 17.960 9.491 17.207
H 19.001 8.114 17.503
H 18.781 11.250 19.435
H 20.156 12.158 18.795
H 18.827 11.992 17.780
H 23.472 11.081 14.919
H 21.841 11.062 14.334
H 22.587 9.528 14.895
H 19.549 9.998 14.974
C 13.629 11.855 18.190
C 13.834 12.241 16.705
C 15.239 12.763 16.612
C 16.259 11.599 16.705
C 16.027 10.642 15.527
C 14.653 9.984 15.661
N 13.676 11.159 15.715
O 12.305 10.609 15.784
C 14.381 9.129 14.454
C 14.563 9.091 16.900
C 12.974 13.424 16.293
H 14.287 11.007 18.433
H 12.601 11.521 18.337
H 13.893 12.706 18.814
H 15.282 13.146 15.585
H 15.439 13.558 17.358
H 16.047 11.084 17.654
H 17.228 12.069 16.601
H 16.828 9.862 15.715
H 16.245 11.081 14.572
H 14.267 9.819 13.631
H 15.199 8.415 14.246
H 13.440 8.660 14.602
H 14.742 8.052 16.622
H 15.207 9.394 17.728
H 13.548 9.151 17.307
H 11.874 13.242 16.278
H 13.261 13.740 15.282
H 13.121 14.260 16.922
H 11.919 11.054 15.020
C 14.681 16.869 24.337
C 13.588 17.962 24.228
C 13.508 18.850 25.446
C 12.685 20.084 25.100
C 13.392 20.920 24.057
C 13.571 20.233 22.728
N 14.048 18.773 23.102
O 14.065 18.017 21.919
C 12.276 20.308 21.953
C 14.773 20.832 21.959
C 12.206 17.402 23.903
H 14.822 16.275 23.460
H 14.483 16.183 25.177
H 15.648 17.428 24.538
H 12.957 18.301 26.222
H 14.499 19.120 25.850
H 12.435 20.710 25.994
H 11.694 19.792 24.661
H 14.420 21.060 24.406
H 12.916 21.883 23.905
H 11.899 21.334 21.857
H 12.411 19.861 20.977
H 11.520 19.727 22.505
H 15.692 20.653 22.550
H 14.797 20.381 20.982
H 14.654 21.913 21.815
H 11.988 16.440 24.380
H 12.129 17.222 22.844
H 11.409 18.082 24.238
H 15.000 17.878 21.841
C 20.678 19.921 25.955
C 20.848 18.924 24.833
C 20.797 17.502 25.489
C 19.377 17.172 25.863
C 18.507 17.115 24.624
C 18.433 18.494 23.948
N 19.861 18.986 23.760
O 19.854 20.192 23.025
C 17.848 18.303 22.581
C 17.505 19.389 24.794
C 22.246 19.057 24.179
H 19.776 19.939 26.533
H 20.816 20.944 25.556
H 21.444 19.897 26.748
H 21.162 16.751 24.758
H 21.497 17.526 26.323
H 19.080 17.959 26.542
H 19.398 16.187 26.315
H 17.465 16.920 24.941
H 18.907 16.358 23.947
H 18.565 17.791 21.916
H 16.922 17.702 22.677
H 17.515 19.221 22.080
H 17.849 20.410 24.540
H 16.474 19.264 24.447
H 17.550 19.233 25.855
H 22.252 19.982 23.609
H 22.306 18.259 23.437
H 22.986 19.018 24.982
H 19.606 20.907 23.642
C 19.393 15.119 18.320
C 18.591 16.174 17.523
C 17.813 15.399 16.387
C 16.789 16.225 15.642
C 15.825 16.786 16.623
C 16.433 17.601 17.764
N 17.557 16.782 18.336
O 18.040 17.378 19.598
C 16.805 19.056 17.342
C 15.276 17.608 18.779
C 19.497 17.201 16.879
H 18.619 14.459 18.735
H 20.009 15.581 19.058
H 20.055 14.614 17.586
H 18.638 15.038 15.736
H 17.232 14.577 16.909
H 16.273 15.577 14.894
H 17.177 17.095 15.082
H 15.310 15.942 17.081
H 15.071 17.355 16.078
H 15.838 19.577 17.225
H 17.268 19.486 18.216
H 17.395 19.208 16.447
H 14.555 18.317 18.427
H 14.909 16.601 18.978
H 15.674 18.003 19.734
H 19.769 17.897 17.713
H 19.041 17.777 16.098
H 20.359 16.643 16.490
H 18.483 18.225 19.442
C 23.264 18.353 14.834
C 24.052 17.512 15.811
C 24.170 18.147 17.225
O 25.002 17.287 18.003
C 25.653 17.969 19.098
N 23.423 16.217 15.833
H 23.687 19.338 14.794
H 22.270 18.461 15.312
H 23.010 17.897 13.884
H 25.091 17.450 15.503
H 23.221 18.325 17.828
H 24.740 19.094 17.114
H 26.121 17.216 19.721
H 24.873 18.510 19.655
H 26.397 18.671 18.764
H 23.810 15.748 16.612
H 22.433 16.344 15.885
C 16.329 13.101 20.455
C 16.699 14.091 21.597
C 18.178 14.267 21.784
O 18.871 13.032 21.772
C 20.221 13.112 21.463
N 16.057 15.432 21.385
H 16.763 13.328 19.486
H 15.241 12.999 20.394
H 16.744 12.128 20.753
H 16.271 13.758 22.571
H 18.331 14.901 22.686
H 18.498 14.945 21.001
H 20.316 13.813 20.627
H 20.639 12.167 21.232
H 20.765 13.497 22.340
H 16.472 15.947 20.631
H 15.060 15.328 21.171
C 14.130 23.174 17.550
C 13.419 21.970 18.047
C 12.178 22.203 18.912
O 11.294 23.003 18.109
C 9.970 23.117 18.559
N 13.206 21.115 16.903
H 14.279 23.800 18.409
H 13.447 23.689 16.910
H 15.054 22.900 17.107
H 14.132 21.463 18.743
H 12.369 22.768 19.858
H 11.721 21.253 19.196
H 9.533 22.148 18.809
H 9.412 23.462 17.682
H 9.889 23.830 19.368
H 12.811 21.623 16.140
H 12.920 20.158 16.958
C 17.736 22.370 17.601
C 19.186 22.530 17.256
C 19.739 21.197 16.740
O 21.088 20.985 17.148
C 22.066 21.707 16.419
N 19.277 23.521 16.185
H 17.345 23.189 18.154
H 17.631 21.566 18.351
H 17.202 22.187 16.667
H 19.848 22.792 18.120
H 19.558 21.142 15.644
H 19.230 20.357 17.233
H 23.012 21.247 16.779
H 22.062 22.781 16.602
H 21.964 21.473 15.343
H 20.215 23.624 15.854
H 18.845 24.437 16.307
C 22.209 20.385 20.029
C 21.196 19.266 19.706
C 21.423 17.985 20.489
O 22.704 17.502 20.163
C 23.068 16.260 20.792
N 19.819 19.724 19.930
H 23.199 19.909 20.121
H 21.952 20.807 21.004
H 22.264 21.080 19.229
H 21.295 19.050 18.624
H 20.581 17.312 20.230
H 21.321 18.093 21.558
H 23.404 16.459 21.815
H 23.921 15.802 20.248
H 22.216 15.565 20.940
H 19.722 20.092 20.901
H 19.571 20.503 19.301
C 14.042 19.047 13.840
C 15.467 19.455 14.142
C 16.302 19.648 12.842
O 16.417 18.368 12.140
C 16.387 18.475 10.741
N 15.447 20.732 14.886
H 14.060 18.181 13.217
H 13.402 19.767 13.346
H 13.651 18.808 14.824
H 15.923 18.612 14.656
H 17.277 20.097 12.979
H 15.721 20.261 12.200
H 16.337 17.461 10.391
H 17.299 18.961 10.341
H 15.505 18.990 10.342
H 14.948 20.699 15.805
H 16.427 20.911 15.123
```

For the HOMO energy, the calculation gives -0.3033 Ha. Its frontier orbital gap is 8.669 eV. As for the structure (SMILES): CC1(C)CCCC(C)(C)N1O.CC1(C)CCCC(C)(C)N1O.CC1(C)CCCC(C)(C)N1O.CC1(C)CCCC(C)(C)N1O.CC1(C)CCCC(C)(C)N1O.CC1(C)CCCC(C)(C)N1O.COC[C@H](C)N.COC[C@H](C)N.COC[C@H](C)N.COC[C@H](C)N.COC[C@H](C)N.COC[C@H](C)N. As for the molecular weight: 1478.37 u.

=====

## B
A 12-piece molecular cluster, C78H180N12O12 overall, computed with wB97M-V/def2-TZVPD.

```
282
Properties=species:S:1:pos:R:3
C -6.099 4.849 5.175
C -4.633 4.917 5.634
C -3.738 5.396 4.410
C -3.817 6.882 4.075
C -3.640 7.725 5.327
C -4.561 7.348 6.474
N -4.406 5.893 6.727
O -5.280 5.608 7.883
C -3.937 8.000 7.745
C -6.060 7.814 6.245
C -4.154 3.563 6.139
H -6.781 4.596 5.973
H -6.284 3.987 4.509
H -6.363 5.727 4.548
H -2.721 5.077 4.380
H -4.175 4.902 3.519
H -4.745 7.317 3.575
H -3.065 7.137 3.399
H -3.820 8.808 5.035
H -2.594 7.601 5.662
H -2.849 7.672 7.983
H -4.049 9.093 7.675
H -4.601 7.709 8.564
H -6.664 7.186 6.895
H -6.268 8.831 6.594
H -6.356 7.742 5.181
H -3.955 2.892 5.328
H -4.858 3.116 6.847
H -3.246 3.755 6.722
H -4.670 5.668 8.649
C 8.452 2.368 4.320
C 7.651 1.694 3.186
C 7.775 0.136 3.391
C 6.794 -0.600 2.458
C 5.390 -0.079 2.702
C 5.163 1.411 2.503
N 6.253 2.106 3.304
O 6.112 3.526 3.027
C 5.237 1.765 0.947
C 3.732 1.717 2.964
C 8.283 2.057 1.831
H 9.538 2.104 4.293
H 8.028 1.986 5.281
H 8.263 3.439 4.296
H 8.814 -0.056 3.176
H 7.515 -0.088 4.399
H 6.797 -1.675 2.592
H 7.044 -0.446 1.441
H 5.087 -0.321 3.711
H 4.701 -0.642 2.086
H 4.236 1.556 0.515
H 5.502 2.827 0.749
H 5.861 1.154 0.362
H 3.704 1.626 4.094
H 3.371 2.650 2.463
H 3.066 0.954 2.606
H 8.036 1.253 1.075
H 9.374 2.238 1.690
H 7.817 2.913 1.432
H 6.086 3.887 3.927
C 5.777 5.648 -3.886
C 6.817 4.659 -4.383
C 8.108 5.061 -3.653
C 9.215 4.113 -3.920
C 8.750 2.825 -3.226
C 7.414 2.256 -3.689
N 6.383 3.317 -3.806
O 5.211 2.829 -4.451
C 7.712 1.539 -5.040
C 6.906 1.262 -2.643
C 7.009 4.845 -5.901
H 5.828 5.683 -2.775
H 4.714 5.397 -4.134
H 6.013 6.639 -4.329
H 8.443 6.099 -3.889
H 7.959 5.066 -2.591
H 9.999 4.551 -3.322
H 9.571 3.967 -4.930
H 8.653 3.059 -2.165
H 9.505 1.989 -3.009
H 8.208 2.197 -5.739
H 8.378 0.671 -4.932
H 6.832 1.230 -5.586
H 5.883 0.964 -2.812
H 7.537 0.364 -2.606
H 7.006 1.708 -1.626
H 7.346 5.871 -6.044
H 6.051 4.861 -6.450
H 7.696 4.162 -6.402
H 5.424 2.785 -5.361
C 5.172 -3.317 -0.293
C 4.168 -4.347 0.033
C 4.790 -5.674 -0.347
C 4.019 -6.858 0.201
C 3.937 -6.765 1.758
C 3.342 -5.389 2.268
N 4.086 -4.344 1.555
O 3.594 -3.110 2.044
C 1.859 -5.312 1.888
C 3.621 -5.330 3.837
C 2.965 -4.003 -0.761
H 6.069 -3.596 0.201
H 4.890 -2.333 0.093
H 5.347 -3.211 -1.359
H 4.800 -5.645 -1.472
H 5.766 -5.707 0.098
H 4.505 -7.779 -0.030
H 3.019 -6.934 -0.243
H 4.914 -6.986 2.238
H 3.194 -7.529 1.996
H 1.570 -4.205 1.902
H 1.611 -5.610 0.860
H 1.182 -5.816 2.557
H 4.695 -5.109 3.956
H 2.931 -4.678 4.292
H 3.458 -6.358 4.177
H 3.305 -3.965 -1.799
H 2.486 -3.023 -0.539
H 2.141 -4.722 -0.887
H 4.301 -2.887 2.684
C -2.355 0.907 0.247
C -0.909 1.300 0.284
C -0.085 0.450 1.175
C 0.052 -1.013 0.657
C 0.512 -1.137 -0.774
C -0.254 -0.270 -1.690
N -0.289 1.140 -1.102
O -0.952 1.864 -2.061
C 0.436 -0.237 -3.031
C -1.576 -0.922 -2.091
C -0.750 2.751 0.726
H -2.904 1.538 0.973
H -2.552 -0.125 0.452
H -2.633 1.060 -0.800
H 0.921 0.886 1.248
H -0.535 0.477 2.175
H -0.911 -1.529 0.964
H 0.782 -1.481 1.408
H 0.503 -2.126 -1.206
H 1.534 -0.750 -0.856
H -0.019 0.429 -3.782
H 1.488 0.022 -2.831
H 0.381 -1.246 -3.572
H -1.249 -1.774 -2.650
H -2.168 -1.356 -1.262
H -2.142 -0.208 -2.689
H 0.306 3.095 0.798
H -1.153 2.919 1.715
H -1.356 3.401 0.123
H -0.361 2.553 -2.460
C -0.601 -9.337 -1.344
C -1.321 -8.010 -1.451
C -0.347 -6.875 -1.166
C -1.000 -5.538 -1.446
C -1.541 -5.474 -2.870
C -2.500 -6.660 -3.188
N -1.767 -7.875 -2.818
O -2.713 -9.017 -3.058
C -3.949 -6.552 -2.532
C -2.769 -6.666 -4.697
C -2.439 -8.183 -0.408
H 0.091 -9.611 -2.101
H -1.413 -10.070 -1.246
H -0.059 -9.355 -0.406
H 0.137 -6.835 -0.130
H 0.510 -7.093 -1.839
H -0.269 -4.790 -1.206
H -1.877 -5.364 -0.784
H -0.643 -5.429 -3.543
H -2.034 -4.487 -3.054
H -4.443 -7.553 -2.612
H -3.909 -6.325 -1.484
H -4.514 -5.749 -3.049
H -3.564 -7.373 -4.877
H -3.224 -5.704 -4.875
H -1.770 -6.816 -5.242
H -2.011 -8.838 0.370
H -3.252 -8.734 -0.759
H -2.724 -7.240 0.036
H -2.502 -9.302 -4.000
C -6.268 -3.348 -4.844
C -5.693 -2.139 -5.498
C -5.614 -0.976 -4.618
O -5.148 -1.357 -3.319
C -4.981 -0.246 -2.504
N -4.357 -2.426 -6.091
H -5.548 -3.766 -4.129
H -6.582 -4.125 -5.598
H -7.116 -3.005 -4.239
H -6.306 -1.905 -6.423
H -6.605 -0.508 -4.473
H -4.817 -0.367 -5.091
H -6.012 0.117 -2.239
H -4.490 0.630 -2.968
H -4.381 -0.537 -1.553
H -4.265 -2.963 -6.963
H -3.801 -2.896 -5.308
C 2.512 4.172 -0.420
C 1.894 5.291 -1.274
C 2.004 4.997 -2.800
O 1.437 3.764 -3.066
C 1.836 3.228 -4.323
N 0.515 5.547 -0.910
H 2.533 4.544 0.606
H 3.571 4.021 -0.691
H 2.006 3.231 -0.518
H 2.431 6.226 -1.068
H 3.042 4.962 -3.092
H 1.555 5.818 -3.363
H 1.432 2.215 -4.294
H 2.907 3.180 -4.381
H 1.423 3.845 -5.174
H 0.302 6.442 -1.350
H -0.101 4.873 -1.380
C -4.985 -3.053 -0.050
C -5.095 -3.830 1.236
C -3.978 -4.873 1.572
O -2.732 -4.150 1.586
C -1.640 -4.909 2.000
N -5.256 -2.869 2.373
H -4.591 -3.632 -0.886
H -4.389 -2.194 0.086
H -5.944 -2.670 -0.317
H -6.011 -4.427 1.172
H -3.911 -5.686 0.849
H -4.098 -5.272 2.581
H -1.832 -5.301 2.962
H -0.721 -4.285 2.038
H -1.391 -5.704 1.305
H -5.479 -3.328 3.295
H -4.360 -2.477 2.441
C -3.115 -1.961 5.221
C -2.425 -0.768 4.568
C -0.937 -0.715 4.664
O -0.377 -1.934 4.062
C 1.025 -2.209 4.166
N -2.906 -0.581 3.143
H -2.996 -2.010 6.297
H -2.806 -2.791 4.632
H -4.168 -1.777 5.028
H -2.689 0.154 5.111
H -0.613 -0.449 5.676
H -0.560 0.085 4.045
H 1.615 -1.710 3.424
H 1.102 -3.264 3.968
H 1.502 -1.981 5.147
H -2.225 -0.912 2.449
H -3.105 0.425 2.996
C -6.507 2.536 0.878
C -6.700 1.592 2.042
C -6.512 0.135 1.624
O -7.320 -0.162 0.527
C -8.355 -1.050 0.847
N -5.921 2.018 3.221
H -6.677 3.582 1.225
H -7.087 2.400 0.012
H -5.397 2.564 0.618
H -7.804 1.574 2.312
H -6.741 -0.510 2.453
H -5.525 -0.008 1.253
H -9.185 -0.687 1.466
H -8.075 -1.926 1.356
H -8.833 -1.359 -0.124
H -4.961 2.218 2.997
H -5.999 1.357 3.982
C -2.753 5.105 -4.339
C -2.204 4.187 -5.454
C -2.372 2.763 -4.998
O -1.885 1.950 -6.098
C -2.050 0.518 -5.910
N -2.930 4.518 -6.680
H -2.535 6.141 -4.567
H -2.416 4.908 -3.319
H -3.793 4.967 -4.313
H -1.179 4.436 -5.764
H -3.442 2.518 -4.885
H -1.877 2.572 -4.054
H -2.968 0.102 -6.418
H -2.256 0.282 -4.855
H -1.137 -0.046 -6.175
H -2.661 3.863 -7.406
H -3.894 4.355 -6.543
```

For the HOMO energy, the calculation gives -0.3075 Ha. Its frontier orbital gap is 8.870 eV. As for the structure (SMILES): CC1(C)CCCC(C)(C)N1O.CC1(C)CCCC(C)(C)N1O.CC1(C)CCCC(C)(C)N1O.CC1(C)CCCC(C)(C)N1O.CC1(C)CCCC(C)(C)N1O.CC1(C)CCCC(C)(C)N1O.COC[C@H](C)N.COC[C@H](C)N.COC[C@H](C)N.COC[C@H](C)N.COC[C@H](C)N.COC[C@H](C)N. As for the molecular weight: 1478.37 u.

=====

A is the most stable structure; the next one sits 0.1016 hartree above it.